Molecular formula: C45H102N6O7
Method: DFT, ωB97M-V/def2-TZVPD

```
160
Properties=species:S:1:pos:R:3:forces:R:3
C -8.2371 -4.2976 -2.8639 -1.4 0.9 -0.2
C -6.9039 -3.7875 -2.3661 0.4 0.0 1.5
C -5.8517 -4.7370 -2.9775 1.1 -0.6 1.2
C -4.4115 -4.2245 -3.0942 0.0 1.6 -0.8
C -4.3908 -2.7804 -3.6468 -0.8 0.1 1.5
C -5.3536 -1.8227 -2.8086 1.7 -0.3 -1.5
N -6.6844 -2.4054 -2.8155 1.0 -1.4 -2.2
O -7.6589 -1.5241 -2.4502 -0.9 1.1 1.6
C -4.7693 -1.4545 -1.4551 0.0 -0.3 0.8
C -5.2746 -0.5028 -3.5987 -0.4 -0.3 -0.6
C -6.9120 -3.8715 -0.7689 -0.1 -0.3 -0.8
H -8.2959 -4.2866 -3.9522 0.2 -0.1 -0.1
H -9.0199 -3.6173 -2.5286 -0.1 0.2 0.1
H -8.6021 -5.2600 -2.5052 0.7 -0.2 0.1
H -5.6968 -5.4799 -2.1952 -0.6 -0.6 -0.2
H -6.2298 -5.2635 -3.8538 0.1 0.4 -0.2
H -3.7289 -4.8040 -3.7158 -0.4 -0.5 -0.1
H -3.9455 -4.2643 -2.1097 0.0 0.2 0.2
H -4.7033 -2.6983 -4.6879 -0.2 -0.4 0.0
H -3.3870 -2.3570 -3.6122 0.2 0.1 0.2
H -5.5311 -0.8694 -0.9399 0.1 0.3 0.2
H -4.4841 -2.2599 -0.7782 -0.2 -0.3 -0.2
H -3.8595 -0.8696 -1.5908 -0.1 0.2 0.0
H -4.2350 -0.1895 -3.6948 0.1 0.2 0.7
H -5.4841 -0.6470 -4.6586 -0.8 -0.1 0.0
H -5.9111 0.2621 -3.1537 0.2 0.1 -0.2
H -7.5291 -3.1131 -0.2871 0.0 0.3 -0.4
H -5.9204 -3.8056 -0.3212 0.1 -0.1 -0.2
H -7.3716 -4.8143 -0.4723 0.2 -0.2 0.0
H -8.3268 -1.4731 -3.1378 0.2 -0.2 -0.4
C -3.1298 3.2532 3.0295 -1.3 -0.8 0.9
C -3.6002 1.9247 3.7726 -1.3 0.9 -0.4
C -5.1540 1.7277 3.3812 0.7 0.1 0.0
C -5.6324 0.3629 3.6960 0.3 -2.3 0.3
C -4.8269 -0.7193 2.8748 0.3 2.7 1.1
C -3.2776 -0.5711 3.2057 -1.5 -2.4 -0.4
N -2.8534 0.8186 3.1530 -2.9 -0.1 -0.4
O -1.5008 0.9680 3.2338 1.5 0.3 0.4
C -3.1529 -1.3141 4.5623 0.9 1.2 -0.1
C -2.5892 -1.3924 2.0597 -0.3 1.1 1.1
C -3.4439 2.0490 5.3240 0.1 -0.8 -0.9
H -2.2023 3.6931 3.3960 0.3 -0.4 -0.3
H -3.8803 4.0271 3.1901 -0.2 0.0 0.2
H -3.1947 3.0323 1.9641 0.6 0.2 0.1
H -5.8348 2.3648 3.9458 0.5 0.8 -0.1
H -5.3296 1.8430 2.3116 0.4 0.6 -0.2
H -6.6908 0.1297 3.5798 -0.2 0.7 -0.7
H -5.5903 0.2709 4.7812 0.6 -0.6 0.2
H -4.9410 -0.4235 1.8319 -0.3 -0.3 -0.2
H -5.2724 -1.6932 3.0776 0.6 -0.2 -0.2
H -3.0836 -2.3938 4.4304 -0.3 0.1 0.1
H -2.2563 -0.9591 5.0705 0.2 -0.2 0.1
H -3.9946 -0.9923 5.1755 0.0 -0.5 0.2
H -2.9839 -2.4049 2.1444 0.3 -0.1 -0.2
H -2.8951 -0.9417 1.1156 0.1 -0.2 -0.2
H -1.5058 -1.3362 2.1652 -0.1 -0.4 0.0
H -2.3818 2.2020 5.5153 -0.1 0.3 0.3
H -3.7152 1.1099 5.8061 0.0 -0.1 -0.1
H -4.0920 2.7944 5.7849 0.3 0.3 -0.3
H -1.3011 1.2082 2.3260 0.7 -0.1 -0.3
C 6.0223 0.1861 -0.0004 1.1 0.5 0.2
C 7.1832 -0.2396 -1.0182 -2.2 0.2 0.6
C 6.4019 -0.6123 -2.3144 0.9 -0.5 0.5
C 6.0697 0.5215 -3.2372 -0.3 -0.5 0.2
C 7.2537 1.4132 -3.4646 -1.2 0.1 0.2
C 7.8583 1.9852 -2.1434 -0.4 -0.3 -1.1
N 8.1215 0.8602 -1.2103 0.5 0.1 -2.1
O 8.8575 1.2331 -0.0786 -0.3 -0.2 -0.3
C 9.1549 2.6131 -2.6769 0.9 0.8 1.2
C 6.8987 3.1298 -1.5020 0.6 -1.2 -0.6
C 7.8981 -1.5134 -0.5168 0.1 -0.1 1.2
H 5.3386 0.9812 -0.2977 -0.2 -0.3 -1.2
H 6.4771 0.7708 0.7994 0.2 -0.8 0.9
H 5.4186 -0.6575 0.3342 0.3 0.0 0.4
H 6.9754 -1.4209 -2.7675 0.1 0.2 -0.6
H 5.4309 -1.0546 -2.0918 0.2 -0.3 0.7
H 5.2169 1.0376 -2.7960 -0.1 0.4 -0.1
H 5.7173 0.0200 -4.1385 -0.1 0.5 -0.4
H 6.9286 2.2447 -4.0898 0.2 0.3 0.0
H 7.9283 0.8198 -4.0817 0.7 0.2 0.4
H 8.9810 3.3892 -3.4222 -0.5 0.3 0.3
H 9.6895 3.0242 -1.8205 0.1 0.5 -0.1
H 9.9126 2.0082 -3.1750 -0.5 -0.9 0.2
H 6.8021 4.0186 -2.1255 0.4 0.0 -0.1
H 5.8783 2.7677 -1.3766 0.0 -0.3 0.0
H 7.2598 3.4239 -0.5165 0.2 0.1 0.0
H 8.7732 -1.9007 -1.0386 -0.1 0.6 -0.8
H 7.2318 -2.3720 -0.4328 -0.5 0.2 -0.2
H 8.2891 -1.4019 0.4944 -0.1 0.4 0.2
H 8.2544 1.7693 0.4413 -0.1 0.2 0.5
C 1.7440 2.7288 2.0792 -0.4 0.7 -0.8
C 2.4742 4.1281 2.2835 2.0 -1.1 -0.5
C 3.6964 4.2466 1.3199 0.5 -0.6 -1.3
C 3.4006 4.5226 -0.1596 -1.6 0.6 0.2
C 2.3850 5.7072 -0.3088 1.2 -1.1 -0.6
C 1.1274 5.7035 0.6066 2.0 1.2 -2.0
N 1.5634 5.2727 1.9700 -1.6 -1.4 -0.9
O 0.5022 5.3995 2.7945 0.4 0.0 0.3
C 0.6604 7.1725 0.5933 -0.3 0.0 1.0
C 0.0241 4.8285 0.0093 -0.3 -0.9 0.5
C 3.0498 4.1975 3.7198 -1.8 0.9 0.8
H 1.3823 2.5729 1.0628 0.2 0.3 -0.1
H 0.8510 2.5851 2.6875 0.3 0.2 0.5
H 2.4658 1.9278 2.2384 0.1 0.3 0.4
H 4.4766 4.9465 1.6192 -0.5 0.5 0.6
H 4.2604 3.3140 1.3023 -0.3 -0.4 0.6
H 2.9815 3.6702 -0.6942 -0.1 -0.4 0.3
H 4.3085 4.7581 -0.7148 0.1 0.1 0.2
H 2.0806 5.6613 -1.3544 -0.5 0.3 0.1
H 2.9814 6.6167 -0.2366 -0.4 0.3 0.4
H 0.4912 7.5695 -0.4076 0.1 -0.6 -0.2
H -0.2939 7.2466 1.1148 0.1 0.3 0.2
H 1.4289 7.8226 1.0113 -0.2 0.0 0.3
H -0.7785 4.6059 0.7124 0.2 -0.1 0.3
H -0.4893 5.3109 -0.8224 0.5 0.3 0.0
H 0.4594 3.8916 -0.3385 -0.2 0.0 -0.1
H 2.3455 3.8337 4.4679 -0.5 -0.1 -0.2
H 3.1330 5.2586 3.9549 0.7 0.0 0.2
H 3.9456 3.6461 4.0057 0.2 0.2 -1.1
H 0.7812 6.0839 3.4072 -0.2 0.4 1.0
C 3.3589 -3.9655 1.0120 0.5 0.6 0.6
O 3.5294 -2.6026 1.4824 0.4 -1.3 -0.6
H 2.6100 -4.0801 0.2283 -0.1 0.3 0.0
H 4.3078 -4.3514 0.6393 0.1 0.2 -0.1
H 3.0937 -4.6156 1.8457 -0.2 0.0 0.1
H 2.7930 -2.1045 1.1203 -0.6 0.2 0.3
C 0.3658 -5.9447 0.0056 0.5 1.3 -1.1
C -1.0752 -5.4936 -0.2298 -0.2 -1.4 1.5
C -1.2010 -3.9740 -0.1159 -0.8 -0.6 0.1
O -0.3024 -3.2281 -0.9000 0.6 0.2 -0.6
C -0.5033 -3.3565 -2.2879 0.4 0.1 -1.3
N -1.5605 -6.0488 -1.4689 0.0 0.3 -1.4
H 0.7395 -5.5393 -0.9347 1.2 0.3 0.1
H 0.6702 -6.9872 -0.0865 -0.8 -0.2 0.5
H 0.8618 -5.4419 0.8358 0.0 -0.2 0.0
H -1.7106 -5.9261 0.5431 -0.2 0.3 0.3
H -1.0833 -3.7393 0.9420 0.5 0.3 -0.1
H -2.1912 -3.5959 -0.3702 -0.5 -0.5 -0.1
H -0.1125 -2.5297 -2.8810 0.0 0.8 0.7
H -1.5371 -3.4703 -2.6143 -0.2 -0.1 0.5
H 0.0872 -4.1479 -2.7496 0.0 -0.6 0.4
H -1.1694 -6.9680 -1.6183 -0.4 -0.7 0.6
H -1.0176 -5.5943 -2.1892 -0.4 0.4 -0.5
C 2.3468 -0.7926 -1.0973 -0.2 0.4 -0.2
C 1.2542 -0.3235 -0.0666 0.7 1.5 -2.7
C -0.0931 0.1768 -0.7372 1.6 -0.1 0.2
O -0.8755 0.7802 0.2841 -1.2 0.4 -0.3
C -2.0557 1.4744 -0.1809 0.1 0.7 -0.2
N 1.0278 -1.3780 0.8225 -0.8 -0.5 1.0
H 2.1669 -1.8081 -1.4499 -0.5 -0.1 0.0
H 3.3691 -0.8572 -0.7246 -0.2 0.2 0.7
H 2.4648 -0.1752 -1.9878 -0.4 0.3 -0.1
H 1.6079 0.5438 0.4909 0.3 0.1 -0.1
H -0.6119 -0.6572 -1.2098 -0.2 -0.1 0.0
H 0.1947 0.9002 -1.5000 -0.2 0.3 -0.2
H -2.6752 1.8247 0.6447 0.5 -0.5 0.4
H -2.7707 0.9933 -0.8482 0.4 -1.1 0.0
H -1.7944 2.3735 -0.7390 0.5 0.2 -0.1
H 0.5942 -2.0646 0.2219 -0.1 -0.8 0.2
H 0.2513 -0.9991 1.3456 -0.2 -0.5 1.0
```
Positions in Å, forces in eV/Å.

Molar mass = 839.35 g mol⁻¹
DFT total energy = -71575.483 eV
HOMO-LUMO gap (alpha / beta) = 6.91 / 2.69 eV
Charge = +1
Spin multiplicity = 2
⟨S²⟩ = 0.7541

These are the Löwdin partial charges, in e, on atoms 1 to 99:
1 C -0.054
2 C -0.472
3 C -0.119
4 C -0.175
5 C -0.116
6 C -0.491
7 N -0.130
8 O -0.006
9 C -0.044
10 C -0.051
11 C -0.014
12 H 0.089
13 H 0.077
14 H 0.093
15 H 0.114
16 H 0.116
17 H 0.107
18 H 0.079
19 H 0.114
20 H 0.095
21 H 0.090
22 H 0.057
23 H 0.059
24 H 0.077
25 H 0.082
26 H 0.084
27 H 0.076
28 H 0.059
29 H 0.075
30 H 0.112
31 C -0.026
32 C -0.419
33 C -0.138
34 C -0.211
35 C -0.098
36 C -0.466
37 N -0.144
38 O -0.006
39 C -0.023
40 C -0.024
41 C -0.014
42 H 0.065
43 H 0.078
44 H 0.051
45 H 0.120
46 H 0.115
47 H 0.114
48 H 0.097
49 H 0.100
50 H 0.122
51 H 0.085
52 H 0.081
53 H 0.061
54 H 0.084
55 H 0.066
56 H 0.062
57 H 0.077
58 H 0.061
59 H 0.085
60 H 0.058
61 C -0.024
62 C -0.444
63 C -0.150
64 C -0.208
65 C -0.146
66 C -0.430
67 N -0.117
68 O 0.008
69 C -0.053
70 C -0.010
71 C -0.031
72 H 0.047
73 H 0.063
74 H 0.068
75 H 0.118
76 H 0.106
77 H 0.099
78 H 0.118
79 H 0.119
80 H 0.128
81 H 0.083
82 H 0.076
83 H 0.088
84 H 0.076
85 H 0.038
86 H 0.067
87 H 0.088
88 H 0.081
89 H 0.078
90 H 0.070
91 C 0.031
92 C -0.386
93 C -0.124
94 C -0.155
95 C -0.115
96 C -0.444
97 N 0.089
98 O 0.108
99 C -0.015